1.
11 unconnected molecules or ions with the total composition C36H92N2O11, computed with ωB97M-V/def2-TZVPD.

XYZ file:
```
141
Properties=species:S:1:pos:R:3:forces:R:3
C -4.002615 -2.409544 -4.219539 -1.410 0.559 -0.958
C -4.398147 -2.156867 -2.802777 0.894 1.097 1.556
C -5.408234 -3.221450 -2.407311 -0.592 0.525 -0.533
C -5.607625 -3.348533 -0.909191 -0.318 -1.424 -0.587
C -4.290376 -3.870507 -0.376498 -0.207 1.534 0.642
C -3.287598 -2.734469 -0.490617 0.929 -2.287 -2.287
N -3.188673 -2.353261 -1.939327 0.162 0.377 0.488
O -2.295545 -1.221041 -1.973307 -1.194 0.167 -0.410
C -3.631846 -1.650679 0.401522 -1.425 2.629 1.152
C -1.914512 -3.348575 -0.196161 0.333 1.682 0.424
C -5.000675 -0.738089 -2.693553 -2.061 -1.012 0.301
H -3.573426 -3.410488 -4.345423 -0.037 0.419 -0.180
H -3.424764 -1.595034 -4.665884 0.354 -0.335 0.188
H -5.014081 -2.309540 -4.684606 0.849 -0.585 -0.515
H -6.318496 -3.024069 -2.985325 -0.112 0.213 0.326
H -5.040787 -4.127834 -2.867321 0.107 -0.701 0.370
H -6.388842 -4.059215 -0.675404 -0.354 -0.334 -0.199
H -5.949507 -2.435048 -0.430730 0.261 0.165 -0.073
H -3.851186 -4.676522 -0.932179 -0.368 -0.735 -0.384
H -4.357703 -4.139509 0.675231 0.038 -0.183 0.111
H -3.032799 -0.756989 0.302086 0.843 0.020 0.229
H -4.629804 -1.183290 0.243590 0.318 -0.799 0.097
H -3.590291 -1.972272 1.433022 0.029 -0.037 0.299
H -1.618822 -4.133310 -0.910600 -0.129 0.573 0.202
H -1.212491 -2.478520 -0.134865 -0.008 -1.123 -0.251
H -1.981330 -3.756831 0.793223 0.238 -0.464 0.669
H -4.323599 0.040788 -2.960147 0.665 0.641 0.320
H -5.593347 -0.590211 -1.748568 1.078 0.152 -0.580
H -5.798924 -0.660716 -3.450579 0.239 -0.128 0.030
H -2.724206 -0.471174 -1.496204 0.334 -0.584 -0.471
C 2.030486 0.521225 -2.915734 -0.286 0.022 -0.103
C 1.342257 -0.407722 -3.899851 0.843 -0.008 -0.293
C 2.356498 -0.568871 -5.110181 -2.148 -0.231 0.925
C 1.932708 -1.763277 -5.976059 1.164 0.213 0.532
C 1.904692 -3.011508 -5.082271 -0.351 0.253 -0.436
C 0.810546 -2.932147 -4.027931 1.862 0.716 0.924
N 1.192252 -1.733936 -3.216736 -0.164 0.537 -0.556
O 0.326350 -1.582358 -2.106112 -0.086 -0.057 0.095
C -0.583516 -2.865625 -4.517832 -1.006 -0.073 -1.506
C 1.004849 -4.106177 -3.092837 -0.973 0.681 0.660
C 0.067589 0.276956 -4.377169 0.254 -0.240 0.494
H 2.829526 -0.043789 -2.441804 0.330 0.373 -0.056
H 1.345597 0.845768 -2.140452 -0.138 0.087 0.180
H 2.350446 1.410149 -3.483330 0.291 -0.279 0.453
H 2.383737 0.399596 -5.636242 0.048 -0.433 0.049
H 3.316365 -0.771224 -4.661152 0.498 -0.052 -0.036
H 2.724450 -1.856274 -6.692010 0.418 -0.385 -0.736
H 1.030094 -1.597403 -6.559252 -0.250 -0.004 0.234
H 2.867599 -3.157934 -4.555037 -0.376 0.281 -0.314
H 1.727101 -3.917233 -5.649526 -0.009 -0.220 -0.379
H -1.006406 -3.822708 -4.817346 0.319 -0.375 -0.058
H -1.244620 -2.552682 -3.738028 -0.500 0.385 0.413
H -0.717876 -2.214225 -5.395800 0.045 -0.112 0.436
H 0.795757 -5.009589 -3.656000 0.246 -0.382 0.275
H 1.987395 -4.028674 -2.627545 0.063 -0.428 -0.218
H 0.266036 -3.949624 -2.288211 0.245 -0.621 -0.177
H -0.690593 0.342711 -3.595038 -0.042 -0.181 -0.027
H -0.301141 -0.242887 -5.230648 -0.647 -0.133 -0.663
H 0.319328 1.289693 -4.656076 0.037 0.346 -0.197
H -0.634373 -1.594563 -2.342970 0.707 0.194 -0.063
C 4.931921 1.582301 -0.964558 -0.171 -0.677 -0.149
C 5.182663 1.195009 0.490162 -0.031 0.111 -0.464
O 6.318388 0.368939 0.601658 0.479 -0.367 0.270
H 3.947475 2.019711 -1.049220 -0.192 0.694 -0.050
H 4.806876 0.661630 -1.548245 0.455 0.073 0.047
H 5.715641 2.205221 -1.440594 -0.462 -0.231 0.466
H 4.397596 0.541635 0.862796 -0.458 0.361 -0.100
H 5.233247 2.083259 1.133866 0.083 -0.155 0.022
H 7.109028 0.900190 0.652431 0.308 0.227 -0.038
C -0.173026 -1.687647 3.466727 1.063 -0.313 -0.468
C -1.488724 -1.004327 3.615133 -0.690 -1.250 1.237
O -1.186530 0.348418 3.790428 0.105 1.494 -0.357
H 0.553840 -1.257571 4.166499 -0.295 -0.201 0.195
H 0.266751 -1.505057 2.493102 0.019 0.033 -0.425
H -0.186787 -2.771041 3.581240 -0.258 0.047 0.153
H -1.970601 -1.355212 4.546205 -0.049 -0.081 -0.315
H -2.199705 -1.173042 2.798894 0.304 0.088 -0.072
H -1.986929 0.863367 3.873455 -0.438 0.208 -0.181
C -0.495421 0.609111 0.207804 -0.356 -0.918 -0.323
C 0.911239 0.824323 0.700546 0.330 0.371 -1.735
O 0.951926 1.345480 2.000703 -0.051 0.349 0.850
H -0.543459 0.020722 -0.731645 0.354 0.348 0.562
H -0.992259 1.541698 0.021540 -0.404 0.595 0.112
H -1.049282 0.028709 0.959357 -0.049 0.149 -0.093
H 1.395890 1.561130 0.025888 -0.133 -0.124 0.488
H 1.463203 -0.098400 0.560390 0.131 -0.031 0.572
H 0.264886 0.932103 2.555641 0.239 0.115 -0.188
C 5.307022 0.031038 4.464277 -0.753 -0.297 0.002
C 3.817833 0.257010 4.166379 0.092 0.255 0.668
O 3.230917 0.826582 5.348342 -0.562 -0.396 -0.551
H 5.383339 -0.530148 5.390852 -0.058 -0.002 0.261
H 5.843274 0.969219 4.603656 -0.064 0.020 -0.159
H 5.789777 -0.591148 3.718017 0.080 0.174 -0.396
H 3.275482 -0.652569 3.880580 0.339 -0.238 0.219
H 3.639822 0.938287 3.341458 0.290 0.292 -0.387
H 2.256901 0.818077 5.213312 0.647 0.258 0.345
C 3.412043 4.327131 2.394916 -1.200 -0.781 -0.881
C 2.622839 4.312979 1.060946 0.553 0.298 0.490
O 1.247070 4.069939 1.193778 -1.090 -0.191 0.310
H 4.420663 4.498161 2.088408 0.931 0.310 0.237
H 3.355723 3.335009 2.867489 -0.010 0.334 0.047
H 3.038683 5.103563 3.069569 0.159 -0.154 -0.132
H 3.064136 3.611221 0.334128 0.013 0.056 0.301
H 2.694991 5.317704 0.623963 -0.023 -0.200 -0.038
H 1.020119 3.241833 1.671450 0.653 0.148 -0.234
C -3.680962 2.794788 0.049236 -1.920 -0.152 0.883
C -5.234235 2.687879 0.237640 0.468 -0.414 0.342
O -5.602779 2.392261 1.602175 0.878 0.769 -0.077
H -3.294745 3.479871 0.786069 0.211 0.311 0.320
H -3.344333 3.145279 -0.910041 -0.072 -0.089 -0.550
H -3.322537 1.808679 0.297267 0.524 -0.313 -0.142
H -5.630944 1.841954 -0.306193 0.023 -0.179 -0.408
H -5.812921 3.552477 -0.046636 0.162 0.555 -0.459
H -5.302810 3.179927 2.091013 -0.307 -0.570 0.080
C -1.490434 5.738050 0.140812 -0.229 0.626 -0.883
C -0.385600 6.750383 0.532815 -0.853 0.331 -0.959
O 0.155418 6.560859 1.809709 0.093 -0.488 -0.180
H -2.486086 6.173771 0.313319 0.189 -0.315 0.228
H -1.394793 4.791143 0.674330 0.095 0.078 -0.134
H -1.436754 5.568313 -0.969185 -0.022 -0.122 0.989
H -0.822495 7.762457 0.508317 0.214 -0.277 0.074
H 0.336102 6.720929 -0.303903 0.372 0.013 0.600
H 0.455649 5.630111 1.795277 0.179 0.197 0.230
C 3.831662 -2.189396 1.209007 0.549 0.438 -0.733
C 3.021863 -2.252468 -0.082300 0.207 -1.037 1.043
O 1.659492 -2.069499 0.325399 0.556 -0.176 -0.790
H 3.665330 -1.203268 1.620017 -0.278 0.111 0.566
H 4.929816 -2.233467 1.091408 -0.505 -0.338 -0.226
H 3.471233 -2.973722 1.871457 0.098 0.130 0.182
H 3.115388 -3.246496 -0.510000 0.072 -0.363 -0.180
H 3.356015 -1.585547 -0.871369 -0.104 0.623 0.099
H 1.188219 -2.011171 -0.519324 -0.578 0.044 -0.009
C 1.119607 1.744260 8.000799 1.726 0.810 0.455
C 0.187342 0.965660 7.132822 -0.492 -1.255 1.751
O 0.449519 1.142074 5.794423 0.634 0.999 -1.064
H 0.964407 2.822088 7.981023 -0.401 0.072 -0.141
H 2.173394 1.643440 7.696474 -0.333 -0.273 -0.311
H 1.155576 1.457624 9.054722 -0.564 -0.246 -0.091
H -0.846468 1.220341 7.419558 0.094 -0.037 -0.327
H 0.322574 -0.110933 7.336612 -0.159 0.151 0.329
H -0.351074 1.073936 5.282151 -0.206 -0.311 -0.449
```
Positions in Å, forces in eV/Å.

Values from the calculation:
* SMILES: CC1(C)CCCC(C)(C)N1O.CC1(C)CCCC(C)(C)N1O.CCO.CCO.CCO.CCO.CCO.CCO.CCO.CCO.CCO
* lowest unoccupied orbital energy: 0.0071 Eh
* energy above the lowest of the compared OMol25 structures with the same formula, charge and spin: 12.88 kcal per mole
* HOMO energy: -8.7 eV
* Kohn-Sham gap: 8.94 eV
* strongest force on any atom: 3.36 eV/Å

2.
A molecular structure, C31H40ClN3OP2S4SbTc, computed with ωB97M-V/def2-TZVPD.

XYZ file:
```
84
Properties=species:S:1:pos:R:3:forces:R:3
Tc 0.091645 -0.078849 0.229344 -0.761 -1.221 1.160
C -4.115539 0.411461 0.750542 0.074 0.513 -0.066
N -2.811888 1.115917 0.474832 -0.137 -0.752 0.386
P -1.619051 1.358459 1.679827 -0.238 0.149 -0.881
C -1.876515 3.097351 2.094157 0.089 0.073 0.335
C -1.341129 3.611129 3.286347 -0.093 0.156 -0.028
C -1.697971 4.869971 3.733135 0.000 -0.027 -0.005
C -2.610561 5.629790 3.006517 -0.071 0.077 -0.031
C -3.168118 5.125099 1.838600 0.026 -0.029 -0.007
C -2.804189 3.864468 1.380204 -0.011 0.062 -0.012
C -1.904354 0.543637 3.244336 0.051 -0.173 0.210
C -3.069530 0.863297 3.956003 0.098 -0.013 0.013
C -3.296450 0.284008 5.193059 0.083 -0.103 0.118
C -2.347159 -0.573135 5.750603 -0.118 0.045 0.039
C -1.161399 -0.846646 5.077981 -0.023 0.017 0.014
C -0.941709 -0.294268 3.824832 0.014 -0.005 0.088
P -1.899693 0.753551 -0.889176 0.262 -0.007 0.088
C -3.064965 -0.079699 -1.965763 0.051 -0.134 -0.155
C -4.041903 0.817812 -2.432457 0.002 -0.091 -0.030
C -5.073859 0.359279 -3.228508 -0.119 -0.053 -0.049
C -5.146717 -0.989150 -3.568981 -0.094 0.089 -0.038
C -4.193084 -1.879775 -3.101176 0.076 -0.031 0.078
C -3.149743 -1.434317 -2.298143 -0.307 0.201 0.121
C -1.347181 2.193346 -1.858944 0.021 0.005 -0.180
C -1.352427 2.073658 -3.255572 0.011 0.209 -0.054
C -1.030655 3.172262 -4.053500 -0.078 -0.096 0.100
C -0.724518 4.395430 -3.462399 0.077 0.074 -0.066
C -0.654553 4.500978 -2.074550 0.104 0.058 -0.086
C -0.927746 3.396344 -1.282016 -0.227 -0.074 0.005
H -4.385856 0.580106 1.786992 0.023 0.044 0.002
H -4.038294 -0.661956 0.581583 0.101 0.016 -0.025
H -4.900913 0.815682 0.121420 -0.008 0.051 -0.055
H -0.680775 3.018595 3.902840 -0.084 0.041 0.090
H -1.289678 5.250270 4.662516 -0.029 -0.027 -0.077
H -2.905581 6.609147 3.366577 0.031 -0.067 -0.032
H -3.902006 5.706337 1.289600 0.081 -0.078 0.065
H -3.272736 3.471970 0.487978 0.028 0.023 -0.002
H -3.788337 1.574275 3.563411 0.051 -0.026 0.025
H -4.206349 0.515596 5.734827 0.068 -0.038 -0.034
H -2.528304 -1.013414 6.725491 0.016 0.053 -0.086
H -0.407645 -1.478801 5.536045 -0.098 0.058 -0.055
H 0.001040 -0.494205 3.321724 -0.081 0.056 0.051
H -4.001499 1.872820 -2.180103 0.001 -0.038 -0.024
H -5.824231 1.054006 -3.585662 0.030 -0.042 0.009
H -5.958038 -1.342724 -4.195462 0.072 0.026 0.038
H -4.261768 -2.930165 -3.358509 0.014 0.072 0.023
H -2.442984 -2.152379 -1.924437 0.144 -0.061 0.039
H -1.667438 1.152580 -3.731039 0.032 0.033 0.022
H -1.103363 3.086026 -5.132753 0.058 0.003 0.091
H -0.571387 5.277619 -4.080248 -0.023 -0.123 0.048
H -0.411354 5.451350 -1.606996 -0.053 -0.100 -0.055
H -0.863749 3.510834 -0.213066 -0.053 -0.033 0.182
S 2.349404 -3.876324 1.523695 0.141 0.158 0.270
Sb 1.112438 -4.135574 -0.489743 -0.100 -0.207 -0.146
S -1.187995 -1.643042 1.238309 0.658 0.690 -0.920
S 2.229740 -2.177220 0.287460 -0.120 0.298 -0.405
S -0.983879 -3.553941 0.815145 -0.195 0.295 0.053
N 2.968876 3.871045 -3.421291 0.067 -0.196 0.147
C 3.075234 2.481643 -2.821608 -0.040 0.254 -0.066
C 2.269685 2.363689 -1.517359 0.164 -0.280 0.212
N 1.697909 1.010829 -1.323213 -0.160 0.314 0.190
H 3.384552 3.903403 -4.354775 0.062 -0.029 -0.124
H 3.457605 4.572304 -2.862783 0.072 0.075 0.103
H 1.994336 4.165947 -3.501901 -0.235 0.033 -0.067
H 4.134895 2.304511 -2.677734 0.138 -0.109 0.031
H 2.718830 1.791047 -3.579574 -0.130 -0.019 -0.102
H 1.463666 3.091655 -1.492284 -0.144 -0.024 -0.081
H 2.921887 2.572526 -0.671115 -0.010 0.072 0.083
H 2.453403 0.336541 -1.220411 0.083 -0.022 -0.060
H 1.196946 0.720223 -2.155803 -0.028 0.079 -0.187
C 3.293298 1.182628 3.056160 0.057 0.082 0.127
C 2.568651 2.508043 2.843438 0.073 0.076 0.070
C 1.212984 2.087124 2.337112 0.348 -0.429 -0.339
O 1.423629 0.784402 1.634258 0.514 0.095 0.211
C 2.843042 0.345908 1.892357 -0.465 0.268 0.078
H 2.994884 0.722952 3.999785 0.017 0.000 -0.036
H 4.377851 1.285684 3.054101 -0.026 0.030 0.069
H 3.087530 3.130230 2.112641 -0.004 -0.004 0.008
H 2.469313 3.079501 3.765384 0.076 0.033 -0.030
H 0.773229 2.777909 1.628893 -0.053 0.058 -0.121
H 0.520917 1.872655 3.143003 0.057 -0.131 0.059
H 3.417194 0.538258 0.986935 -0.020 0.006 -0.083
H 2.825195 -0.709121 2.111788 -0.048 -0.121 0.100
Cl -0.066725 -1.254799 -1.764191 0.173 -0.107 -0.351
```
Positions in Å, forces in eV/Å.

Values from the calculation:
* lowest unoccupied orbital energy (alpha / beta): -0.4814 / -0.4813 Eh
* energy above the lowest of the compared OMol25 structures with the same formula, charge and spin: 12.17 kcal per mole
* HOMO energy (alpha / beta): -18.5 / -18.5 eV
* Kohn-Sham gap (alpha / beta): 5.45 / 5.45 eV
* net charge: +4
* strongest force on any atom: 1.85 eV/Å